Here is the molecule C24H36N4O2 from the Open Molecules 2025 dataset. Energies are from wB97M-V/def2-TZVPD.

Structure (XYZ):
```
66
Properties=species:S:1:pos:R:3:forces:R:3
C 0.087 -5.908 0.473 0.084 0.332 0.081
H -0.359 -6.527 1.248 -0.047 -0.111 0.045
H 1.028 -6.364 0.174 0.068 -0.108 -0.056
H -0.582 -5.894 -0.384 -0.071 -0.067 -0.098
C 0.306 -4.491 1.013 -0.016 -0.169 0.055
N 0.820 -3.514 0.068 0.067 -0.085 -0.076
C -0.114 -3.202 -1.008 0.070 0.332 -0.199
H 0.077 -3.821 -1.899 -0.063 -0.055 0.022
H -1.130 -3.407 -0.669 -0.025 -0.044 -0.061
C -0.064 -1.723 -1.420 -0.252 -0.323 -0.185
N -0.712 -0.846 -0.471 0.102 -0.108 0.017
C -2.008 -0.460 -0.735 0.109 -0.001 0.249
O -2.610 -0.908 -1.699 -0.301 -0.118 -0.383
N -2.560 0.404 0.160 -0.102 0.130 0.166
H -1.937 1.029 0.663 0.104 -0.117 -0.018
C -3.863 0.981 -0.110 -0.005 0.059 0.049
C -4.575 1.257 1.213 -0.212 -0.219 -0.255
C -5.947 1.876 0.966 0.176 0.245 0.188
C -5.814 3.167 0.164 -0.222 -0.186 -0.187
C -5.110 2.896 -1.161 0.165 0.229 0.160
C -3.739 2.275 -0.921 -0.198 -0.276 -0.173
H -3.253 2.052 -1.873 0.085 0.004 0.020
H -3.104 2.974 -0.369 0.074 0.041 0.024
H -5.715 2.210 -1.759 -0.058 -0.004 -0.085
H -5.003 3.826 -1.725 -0.047 -0.039 -0.077
H -6.802 3.596 -0.018 0.012 0.079 0.044
H -5.235 3.893 0.741 0.003 0.085 0.043
H -6.439 2.078 1.921 -0.067 -0.065 -0.018
H -6.568 1.169 0.412 -0.083 -0.050 0.005
H -4.675 0.326 1.774 0.087 -0.010 0.036
H -3.962 1.943 1.803 0.059 0.039 0.103
H -4.421 0.241 -0.694 0.004 0.120 0.079
C -0.015 -0.617 0.781 0.029 0.281 0.161
C 1.006 0.483 0.632 0.263 -0.437 -0.004
C 2.292 0.220 0.299 -0.490 0.134 0.204
C 3.250 1.255 0.088 0.123 0.515 -0.025
C 4.584 1.013 -0.267 -0.106 0.161 0.028
C 5.455 2.056 -0.457 0.030 -0.062 -0.010
C 5.036 3.384 -0.302 -0.202 -0.079 0.054
C 3.725 3.638 0.049 0.080 -0.032 -0.021
C 2.828 2.587 0.246 0.508 -0.519 -0.148
N 1.528 2.818 0.602 -0.219 0.326 0.060
C 0.567 1.860 0.814 0.241 0.211 -0.023
O -0.559 2.205 1.151 -0.237 0.020 0.091
H 1.225 3.777 0.730 -0.051 -0.210 0.005
H 3.382 4.655 0.175 -0.020 0.136 0.010
C 6.011 4.499 -0.519 0.008 0.014 -0.006
H 5.545 5.466 -0.352 0.022 0.087 -0.002
H 6.857 4.396 0.159 0.068 0.051 0.024
H 6.397 4.468 -1.537 0.049 0.055 -0.050
H 6.481 1.861 -0.731 0.114 -0.040 -0.031
H 4.914 -0.008 -0.389 0.040 -0.123 -0.014
H 2.620 -0.804 0.192 -0.008 -0.198 0.001
H -0.735 -0.359 1.559 0.073 -0.072 -0.028
H 0.489 -1.550 1.048 -0.074 0.232 0.060
H -0.605 -1.614 -2.363 0.196 0.015 0.065
H 0.968 -1.389 -1.559 0.026 -0.032 -0.058
C 2.151 -3.801 -0.442 0.074 0.081 0.163
C 3.213 -3.809 0.654 -0.163 -0.053 -0.269
H 3.147 -4.706 1.265 0.037 -0.070 0.111
H 4.203 -3.782 0.204 0.115 -0.032 0.015
H 3.097 -2.942 1.300 0.009 0.095 0.096
H 2.187 -4.754 -0.996 -0.014 0.090 -0.059
H 2.393 -3.009 -1.157 0.008 -0.081 -0.043
H 0.994 -4.530 1.861 -0.100 0.003 0.060
H -0.646 -4.100 1.384 0.071 -0.009 0.071
```
Positions in Å, forces in eV/Å.

As for the structure (SMILES): CCN(CC)CCN(Cc1cc2ccc(C)cc2[nH]c1=O)C(=O)NC1CCCCC1. The calculation puts the maximum force at 0.014 Eh/bohr. For the molar mass, the calculation gives 412.58 g/mol. The electronic energy comes out at -1305.7096 a.u.

Charge distribution, Löwdin scheme, values in e:
1 C -0.077
2 H 0.072
3 H 0.063
4 H 0.069
5 C -0.252
6 N -0.215
7 C -0.166
8 H 0.123
9 H 0.128
10 C -0.129
11 N -0.029
12 C -0.516
13 O 0.045
14 N 0.108
15 H 0.084
16 C -0.325
17 C -0.154
18 C -0.205
19 C -0.214
20 C -0.202
21 C -0.146
22 H 0.118
23 H 0.117
24 H 0.115
25 H 0.106
26 H 0.105
27 H 0.112
28 H 0.106
29 H 0.114
30 H 0.114
31 H 0.119
32 H 0.150
33 C -0.092
34 C -0.082
35 C 0.049
36 C -0.150
37 C -0.018
38 C -0.048
39 C -0.272
40 C 0.024
41 C -0.172
42 N 0.177
43 C -0.391
44 O 0.041
45 H 0.167
46 H 0.118
47 C -0.048
48 H 0.075
49 H 0.085
50 H 0.086
51 H 0.113
52 H 0.115
53 H 0.109
54 H 0.132
55 H 0.113
56 H 0.122
57 H 0.110
58 C -0.262
59 C -0.085
60 H 0.065
61 H 0.072
62 H 0.068
63 H 0.114
64 H 0.105
65 H 0.104
66 H 0.117



Here is a structure of composition C24H36N5O10PSe2Ti from the Open Molecules 2025 dataset. Energies are from wB97M-V/def2-TZVPD.

Structure (XYZ):
```
79
Properties=species:S:1:pos:R:3:forces:R:3
Ti 0.215 0.857 1.305 -0.035 0.324 0.576
O -1.367 1.351 6.762 -0.003 -0.001 -0.005
C -0.293 1.936 6.028 0.010 -0.010 0.007
C -0.312 1.435 4.584 0.017 -0.008 -0.001
C 0.787 2.228 3.863 0.028 0.019 0.008
O 1.163 1.655 2.647 -0.251 -0.095 -0.171
C 0.052 -0.056 4.589 -0.003 0.003 0.004
Se -0.307 -0.995 2.903 -0.013 -0.067 0.022
C -1.710 1.691 3.983 -0.006 -0.016 0.038
Se -1.776 2.204 2.083 -0.030 -0.015 -0.124
H -1.344 1.698 7.656 0.000 -0.003 0.003
H 0.667 1.674 6.488 -0.001 -0.001 0.002
H -0.387 3.030 6.026 0.000 -0.002 0.000
H 1.677 2.273 4.506 -0.002 0.005 0.001
H 0.433 3.252 3.685 0.000 -0.004 -0.008
H 2.999 0.008 1.939 -0.182 -0.063 -0.073
H -0.537 -0.563 5.353 -0.005 -0.006 -0.009
H 1.110 -0.172 4.833 0.001 0.002 -0.001
H -2.190 2.509 4.521 0.005 0.005 -0.005
H -2.324 0.800 4.107 -0.009 0.004 0.002
O 0.498 2.489 -2.445 -0.006 -0.001 0.005
C 0.912 2.183 -1.333 0.019 -0.014 -0.066
O 0.166 2.068 -0.285 0.026 0.079 -0.068
C 2.386 1.955 -1.121 0.001 0.005 0.057
C 3.297 2.616 -1.925 -0.007 -0.005 -0.032
C 4.651 2.453 -1.688 -0.002 -0.018 0.025
C 5.128 1.657 -0.657 0.016 0.009 -0.069
C 4.217 0.985 0.136 0.043 -0.079 0.115
C 2.824 1.085 -0.107 -0.084 0.051 -0.068
O 1.982 0.343 0.570 0.285 -0.087 -0.097
N 4.714 0.143 1.159 -0.023 0.014 -0.063
O 3.920 -0.100 2.265 0.232 0.066 0.040
O 5.931 -0.053 1.317 0.000 -0.028 0.004
N 5.613 3.148 -2.539 -0.007 0.033 0.040
O 5.183 3.858 -3.432 0.001 -0.010 -0.015
O 6.800 2.988 -2.313 0.004 -0.011 -0.012
H 2.942 3.247 -2.725 0.002 -0.002 0.002
H 6.184 1.549 -0.471 -0.004 0.002 0.005
O -0.720 -0.473 0.056 0.049 -0.116 -0.106
P -1.276 -1.176 -1.143 -0.047 0.032 0.049
N -0.106 -1.947 -1.981 0.063 0.029 0.036
C -0.278 -3.118 -2.843 -0.017 -0.016 0.003
C 1.150 -3.426 -3.286 -0.004 -0.003 0.006
C 1.776 -2.037 -3.399 0.002 -0.004 -0.007
C 1.205 -1.297 -2.193 -0.027 -0.005 -0.030
N -2.328 -2.380 -0.729 -0.023 -0.010 -0.018
C -1.833 -3.408 0.221 0.000 0.001 0.004
C -2.919 -3.497 1.290 0.003 -0.002 -0.003
C -4.183 -3.125 0.520 -0.004 -0.003 0.001
C -3.700 -1.973 -0.351 0.003 0.001 -0.003
N -2.068 -0.113 -2.095 0.002 -0.006 -0.020
C -2.670 1.143 -1.587 0.019 0.003 -0.002
C -3.301 1.746 -2.837 0.004 0.010 0.003
C -2.340 1.314 -3.943 -0.008 -0.009 0.009
C -2.008 -0.127 -3.562 -0.014 -0.010 0.003
H -0.910 -2.894 -3.711 0.003 0.010 0.001
H -0.739 -3.941 -2.298 -0.003 -0.003 -0.011
H 1.182 -3.993 -4.216 -0.003 -0.007 0.004
H 1.658 -4.006 -2.512 0.005 0.007 0.002
H 1.444 -1.557 -4.324 0.004 0.005 0.001
H 2.865 -2.046 -3.397 0.000 -0.006 0.003
H 1.091 -0.230 -2.388 -0.004 0.022 0.007
H 1.827 -1.416 -1.304 0.009 0.003 -0.004
H -0.868 -3.124 0.644 -0.003 -0.002 0.003
H -1.714 -4.362 -0.302 -0.001 -0.002 -0.002
H -2.719 -2.756 2.067 -0.001 0.000 0.002
H -2.962 -4.482 1.754 0.001 -0.001 -0.001
H -5.012 -2.831 1.163 0.000 -0.001 0.001
H -4.510 -3.959 -0.107 -0.002 0.000 0.000
H -3.690 -1.050 0.240 -0.003 0.001 -0.002
H -4.308 -1.811 -1.241 -0.002 -0.001 0.000
H -1.893 1.791 -1.184 -0.013 0.004 0.005
H -3.396 0.942 -0.799 -0.004 -0.002 0.002
H -3.397 2.827 -2.755 0.001 -0.001 0.000
H -4.295 1.321 -3.008 -0.001 -0.002 0.000
H -1.432 1.915 -3.889 0.000 0.009 -0.001
H -2.767 1.386 -4.944 0.006 0.002 -0.002
H -1.017 -0.423 -3.910 -0.004 -0.007 -0.003
H -2.740 -0.830 -3.980 -0.004 0.004 0.003
```
Positions in Å, forces in eV/Å.

The calculation puts the maximum force at 0.013 Eh/bohr. For the molar mass, the calculation gives 791.34 g/mol. Its charge is -1. The expectation value of S² is 0.763. The spin multiplicity is 2. The electronic energy comes out at -7956.1879 a.u.

Charge distribution, Löwdin scheme, values in e:
1 Ti 0.658
2 O -0.060
3 C -0.230
4 C -0.575
5 C -0.281
6 O -0.357
7 C -0.493
8 Se 0.713
9 C -0.534
10 Se 0.661
11 H 0.082
12 H 0.125
13 H 0.129
14 H 0.130
15 H 0.117
16 H 0.063
17 H 0.059
18 H 0.071
19 H 0.054
20 H 0.048
21 O 0.056
22 C -0.560
23 O -0.186
24 C -0.048
25 C 0.067
26 C -0.144
27 C 0.078
28 C -0.076
29 C -0.241
30 O -0.207
31 N -0.259
32 O 0.067
33 O -0.004
34 N -0.363
35 O 0.056
36 O 0.055
37 H 0.129
38 H 0.123
39 O -0.411
40 P 0.573
41 N -0.174
42 C -0.191
43 C -0.169
44 C -0.160
45 C -0.157
46 N -0.174
47 C -0.197
48 C -0.175
49 C -0.175
50 C -0.194
51 N -0.159
52 C -0.175
53 C -0.160
54 C -0.167
55 C -0.184
56 H 0.108
57 H 0.096
58 H 0.107
59 H 0.115
60 H 0.111
61 H 0.113
62 H 0.110
63 H 0.120
64 H 0.093
65 H 0.102
66 H 0.077
67 H 0.110
68 H 0.109
69 H 0.109
70 H 0.112
71 H 0.113
72 H 0.086
73 H 0.099
74 H 0.113
75 H 0.107
76 H 0.097
77 H 0.106
78 H 0.102
79 H 0.111